Entry 1:
24
Properties=species:S:1:pos:R:3:nbo_charge:R:1 method="wB97M-V/def2-TZVPD" homo_lumo_gap_ev=7.6 e_above_lowest_kcal_mol=84.3 homo_energy_ev=-8.528
C -0.02 -3.48 0.34 0.02
C 0.45 1.99 -1.30 0.03
H 2.45 2.02 -2.02 0.14
C -0.79 -0.73 0.07 -0.07
H 1.56 2.96 2.52 -0.03
C 0.51 -1.11 0.46 -0.17
H -2.61 -1.79 -0.65 0.19
C -1.58 -1.83 -0.22 0.04
C 1.64 2.72 -1.53 0.28
C -0.72 1.40 -1.35 -0.28
H -1.34 2.42 0.96 0.35
N -1.21 -3.10 -0.11 -0.42
O 1.82 3.80 -0.99 -0.55
I -0.98 4.70 1.52 -0.13
H 0.12 -4.47 0.24 0.20
N 0.57 1.92 0.86 -0.58
H 1.08 -0.33 0.91 0.24
P 1.11 3.47 1.31 0.76
C 0.85 -2.47 0.75 -0.23
H 1.85 -2.77 1.36 0.22
H -2.26 0.68 -0.02 0.23
C -1.20 0.68 -0.10 -0.11
N -0.72 1.52 0.95 -0.40
H -1.28 1.35 -2.36 0.26

Entry 2:
60
Properties=species:S:1:pos:R:3:nbo_charge:R:1 method="wB97M-V/def2-TZVPD" homo_lumo_gap_ev=7.5 e_above_lowest_kcal_mol=7.6 homo_energy_ev=-13.723 total_charge=+2
C -1.74 -1.66 -3.61 0.14
C -3.95 -1.96 -2.73 -0.17
C 3.45 -1.86 5.17 -0.19
H -4.84 -1.54 -2.27 0.24
Y -0.07 -0.12 -1.53 2.14
C -2.98 0.35 -2.69 -0.07
H 3.98 -2.56 3.21 0.22
N -0.60 -0.81 -3.95 -0.93
C 3.36 -1.87 3.78 -0.20
H -0.94 0.03 -4.41 0.42
C 2.08 2.61 -1.46 0.07
H -1.50 -2.11 1.86 0.25
H -4.73 -3.95 -2.80 0.24
C 1.72 -0.13 3.88 -0.17
C 1.04 -3.56 1.02 -0.91
N 1.24 1.81 -0.76 -0.70
H -1.40 2.86 -1.02 0.20
C -1.68 -3.02 -3.89 -0.26
H -0.79 -3.43 -4.37 0.23
N 2.84 5.28 0.88 -0.72
C 2.63 3.75 -0.97 -0.30
C -4.22 2.41 -2.81 -0.16
H 2.60 5.56 1.81 0.42
H 3.43 5.88 0.34 0.42
H -4.85 0.57 -3.71 0.23
C -2.14 2.33 -1.62 -0.21
C 2.50 -1.00 3.13 -0.11
H 2.31 2.29 -2.47 0.21
H 2.60 0.04 1.25 0.24
H -2.69 -4.90 -3.83 0.24
H -5.09 2.97 -3.16 0.24
C 2.68 -0.99 5.91 -0.19
C -2.88 -1.10 -3.01 -0.11
H -3.34 4.11 -1.83 0.23
H 1.88 -3.87 0.41 0.25
C -1.98 0.97 -1.92 -0.67
H 1.26 -3.77 2.07 0.26
C -2.75 -3.84 -3.60 -0.17
H 1.20 0.57 5.84 0.23
H 2.75 -0.98 6.99 0.24
H 1.04 0.56 3.38 0.18
H -1.10 -0.42 2.18 0.24
H 1.20 3.57 2.11 0.24
C 1.81 -0.12 5.27 -0.21
C -3.89 -3.31 -3.02 -0.18
H 0.15 -4.12 0.73 0.25
H 3.29 4.34 -1.59 0.25
H 3.19 -1.62 1.19 0.25
H 4.13 -2.55 5.66 0.23
H -0.36 -1.71 3.15 0.27
As 0.74 -1.65 0.86 0.68
C -0.70 -1.43 2.16 -0.92
H -0.03 -1.30 -4.63 0.41
C 2.33 4.16 0.35 0.27
C -4.09 1.07 -3.12 -0.20
C -3.24 3.05 -2.07 -0.19
C 0.96 2.20 0.50 0.06
H 0.28 1.56 1.06 0.20
C 2.43 -0.97 1.63 -0.66
C 1.46 3.32 1.09 -0.29

Entry 3:
24
Properties=species:S:1:pos:R:3:nbo_charge:R:1 method="wB97M-V/def2-TZVPD" smiles=c1ccc2c(c1)C[N@H+]1CCO[C@@H]21 homo_lumo_gap_ev=10.0 e_above_lowest_kcal_mol=3.3 homo_energy_ev=-13.121 total_charge=+1
C -1.74 1.74 0.35 -0.22
H 3.23 -0.53 -0.32 0.24
C 0.21 -1.40 0.70 -0.24
H 1.02 1.10 -1.64 0.20
H 0.40 -2.25 0.04 0.24
H -2.38 -2.04 -0.39 0.23
C 2.17 -0.39 -0.53 -0.26
C -0.97 -0.56 0.28 -0.03
C -2.99 1.28 -0.05 -0.17
C -2.20 -1.00 -0.18 -0.21
H -1.56 2.78 0.53 0.24
C -0.77 0.78 0.50 -0.04
C -3.21 -0.06 -0.33 -0.18
N 1.39 -0.48 0.74 -0.37
H -3.81 1.98 -0.16 0.24
C 0.94 0.96 1.00 0.26
H -4.18 -0.39 -0.66 0.24
H 2.01 -0.78 1.49 0.45
H 1.84 -1.13 -1.25 0.24
H 2.75 1.50 -1.52 0.24
O 1.70 1.75 0.21 -0.47
H 0.99 1.26 2.04 0.23
C 1.91 1.05 -1.00 -0.10
H 0.03 -1.78 1.71 0.24

Entry 4:
17
Properties=species:S:1:pos:R:3:nbo_charge:R:1 method="wB97M-V/def2-TZVPD" homo_lumo_gap_ev="6.4 / 6.0" spin_multiplicity=3 e_above_lowest_kcal_mol=84.9 homo_energy_ev="-9.656 / -14.786" total_charge=+1
H 1.71 -0.95 1.32 0.22
H 1.64 0.22 -2.47 0.23
C -0.71 1.48 -0.26 -0.13
N -1.24 0.28 0.04 -0.43
H -1.43 2.11 -0.97 0.30
C 0.74 -1.07 1.61 -0.30
H -1.24 0.10 0.99 0.42
C 0.95 0.23 -1.56 -0.36
N 0.61 1.41 -1.22 -0.54
H 0.28 -0.30 2.28 0.19
H 0.32 -2.68 0.28 0.23
H 1.03 2.29 -1.65 0.44
H 0.41 -0.48 -0.99 0.16
H -1.02 -2.26 1.40 0.20
H -1.83 -0.17 -0.61 0.43
H -0.26 1.87 0.63 0.24
C 0.04 -2.08 1.17 -0.30

Entry 5:
9
Properties=species:S:1:pos:R:3:nbo_charge:R:1 method="wB97M-V/def2-TZVPD" homo_lumo_gap_ev=6.0 e_above_lowest_kcal_mol=2.1 homo_energy_ev=1.277 total_charge=-2
O 2.16 0.30 1.09 -0.82
H -2.43 -0.02 -0.13 -0.32
H -0.71 -1.77 0.45 -0.32
O 2.14 -0.34 -1.01 -0.83
C 1.57 -0.02 0.06 0.53
H -0.79 0.41 1.71 -0.29
H -0.60 -0.48 -1.69 -0.29
Sb -0.66 -0.05 0.02 1.13
F -0.67 1.97 -0.50 -0.80

Entry 6:
17
Properties=species:S:1:pos:R:3:nbo_charge:R:1 method="wB97M-V/def2-TZVPD" homo_lumo_gap_ev="7.4 / 8.3" spin_multiplicity=3 e_above_lowest_kcal_mol=51.0 homo_energy_ev="-10.775 / -15.424" total_charge=+1
H 1.82 1.39 -1.60 0.22
C -1.72 -0.40 0.45 0.01
N 0.74 -0.35 -0.65 -0.46
H -4.77 -0.89 0.51 0.53
C -0.19 -0.29 0.31 -0.03
H 3.38 1.76 -0.83 0.26
H 0.74 -0.44 -1.64 0.42
C -2.94 -0.79 1.08 0.13
H 1.95 2.01 0.08 0.22
H 0.38 -0.21 1.27 0.21
H -3.00 -1.59 1.84 0.21
H 2.35 -0.28 0.91 0.24
C 2.37 1.25 -0.72 -0.64
O -3.98 -0.36 0.45 -0.56
C 2.21 -0.11 -0.18 -0.20
H -2.10 0.19 -0.47 0.22
H 2.74 -0.88 -0.81 0.22